C5H4N2OS2 in the gas phase. Source: OMol25; level of theory: the ωB97M-V functional and the def2-TZVPD basis.

Each line ends with the natural charge from an NBO analysis.
Geometry (Å):
C -0.136 -0.780 -0.727  -0.256
O -1.098 0.345 -0.702  -0.481
C -0.485 1.496 -0.957  0.561
N 0.507 2.045 -0.256  -0.601
C 1.027 3.225 -0.605  -0.105
S 2.122 4.152 0.230  -0.135
S 0.192 3.819 -2.065  0.470
C -0.781 2.352 -2.159  -0.450
C -1.710 1.981 -3.119  0.233
N -2.298 1.774 -4.088  -0.283
H 0.937 -0.281 -0.639  0.185
H -0.226 -1.319 -1.616  0.205
H -0.314 -1.454 0.232  0.212
H 0.881 1.751 0.635  0.445

Properties
E_LUMO in eV: -0.4
SMILES: COc1[nH]c(=S)sc1C#N
Energy relative to the best compared isomer or geometry (same formula, charge and spin) in kcal/mol: 0.0
E in hartree: -1173.9888
Orbital gap in eV: 7.746